# 1
Entry from the OMol25 dataset: a structure of composition C12H4Cl5N2PtSe3Te at a distorted geometry (ωB97M-V with the def2-TZVPD basis set).

The geometry in ORCA input format:
```
! RIJCOSX wB97M-V def2-TZVPD def2/J DEFGRID3
* xyz -1 1
Pt 1.209 1.464 0.032
Se 3.682 1.592 0.192
Se 4.546 3.668 0.035
Te 2.494 5.427 0.062
Se 0.758 3.784 -0.557
Cl -0.642 0.846 -2.668
C -1.541 1.162 -1.225
C -0.829 1.369 -0.040
C -1.594 1.597 1.113
Cl -0.761 1.825 2.609
C -2.984 1.621 1.093
Cl -3.874 1.911 2.538
C -3.655 1.410 -0.108
Cl -5.378 1.408 -0.147
C -2.932 1.181 -1.273
Cl -3.756 0.925 -2.765
N 1.241 -6.018 -0.086
C 1.260 -4.869 -0.065
C 1.264 -3.451 -0.010
C 0.150 -2.748 0.457
C 0.210 -1.382 0.588
N 1.297 -0.651 0.285
C 2.352 -1.328 -0.199
C 2.383 -2.694 -0.360
H -0.751 -3.283 0.723
H -0.646 -0.847 0.968
H 3.227 -0.743 -0.450
H 3.269 -3.179 -0.744
*
```

Calculated values
HOMO-LUMO gap: 4.6 eV
max |F|: 2.205 eV/Å
total energy: -10461.94518 a.u.
highest occupied orbital energy: -3.497 eV

---

# 2
Entry from the OMol25 dataset: a cluster of 21 separate species, C12H69N3O21 in total at a distorted geometry (ωB97M-V with the def2-TZVPD basis set).

The geometry in ORCA input format:
```
! RIJCOSX wB97M-V def2-TZVPD def2/J DEFGRID3
* xyz 0 1
C -1.877 3.924 1.200
C -2.570 4.408 -0.056
C -1.618 4.142 -1.290
O -0.346 4.852 -1.312
C -0.554 6.263 -1.584
N -3.896 3.749 -0.150
H -2.055 2.899 1.524
H -2.315 4.469 2.036
H -0.814 4.155 1.124
H -2.789 5.469 0.060
H -2.057 4.145 -2.288
H -1.387 3.103 -1.057
H -0.784 6.420 -2.638
H 0.383 6.702 -1.242
H -1.372 6.690 -1.005
H -4.441 4.099 0.625
H -4.397 3.890 -1.015
C 5.189 1.215 -7.190
C 3.902 0.547 -7.473
C 2.695 0.979 -6.591
O 2.917 0.338 -5.327
C 1.891 0.585 -4.410
N 3.496 0.800 -8.868
H 5.460 0.908 -6.179
H 4.908 2.266 -7.123
H 5.931 0.976 -7.951
H 4.276 -0.477 -7.469
H 1.721 0.688 -6.982
H 2.682 2.030 -6.299
H 2.074 0.144 -3.430
H 1.045 0.042 -4.831
H 1.449 1.580 -4.364
H 2.610 1.273 -8.763
H 4.083 1.488 -9.317
C -1.116 1.652 5.994
C -0.712 0.444 5.079
C -1.346 -0.931 5.407
O -0.469 -1.533 6.361
C -1.085 -2.742 6.961
N -1.154 0.876 3.753
H -0.459 2.522 5.976
H -1.157 1.368 7.046
H -2.121 1.976 5.722
H 0.375 0.384 5.139
H -1.234 -1.609 4.561
H -2.378 -0.790 5.726
H -0.480 -3.105 7.792
H -0.930 -3.419 6.120
H -2.059 -2.497 7.383
H -1.167 0.078 3.133
H -2.120 1.127 3.910
O -4.652 1.170 0.764
H -4.561 2.087 0.504
H -3.947 0.718 0.301
O 1.058 -3.050 3.997
H 1.964 -3.079 4.304
H 0.542 -2.875 4.784
O -0.224 -0.886 -0.020
H -0.657 -1.248 0.753
H 0.669 -0.701 0.270
O 0.849 1.562 1.736
H 0.291 1.444 2.505
H 1.734 1.377 2.051
O 3.361 1.360 -1.454
H 3.010 0.646 -0.921
H 3.074 2.156 -1.008
O 5.328 -1.877 -0.917
H 4.543 -1.749 -1.449
H 5.930 -2.353 -1.489
O 1.783 3.432 0.025
H 1.203 3.712 -0.683
H 1.208 2.976 0.640
O 1.650 -5.215 1.919
H 1.700 -4.582 2.635
H 2.562 -5.421 1.717
O -2.769 -0.457 -0.958
H -2.049 -0.955 -0.571
H -2.389 0.399 -1.157
O 0.023 -2.163 -3.516
H 0.350 -1.267 -3.438
H -0.575 -2.266 -2.776
O 3.275 -3.342 -2.402
H 2.627 -3.530 -3.081
H 2.940 -3.783 -1.621
O -1.529 -4.181 2.648
H -1.640 -5.096 2.909
H -0.831 -3.853 3.216
O -2.160 -1.419 1.904
H -3.112 -1.332 1.852
H -2.018 -2.299 2.252
O -4.801 -1.529 3.034
H -5.662 -1.377 2.645
H -4.888 -2.368 3.487
O 1.030 -4.419 -0.653
H 0.152 -4.047 -0.739
H 1.091 -4.683 0.265
O -2.752 -4.478 0.137
H -3.413 -5.128 -0.099
H -2.333 -4.834 0.920
O -3.967 -2.881 -1.614
H -3.774 -1.986 -1.335
H -3.365 -3.426 -1.107
O 3.151 -0.394 0.544
H 3.344 0.032 1.379
H 3.793 -1.102 0.483
*
```

Calculated values
HOMO-LUMO gap: 8.3 eV
max |F|: 3.048 eV/Å
total energy: -2242.78852 a.u.
highest occupied orbital energy: -8.833 eV

---

# 3
Entry from the OMol25 dataset: a structure of composition C12H6Br4N2O7SeW (ωB97M-V with the def2-TZVPD basis set).

The geometry in ORCA input format:
```
! RIJCOSX wB97M-V def2-TZVPD def2/J DEFGRID3
* xyz 0 1
W -1.839 0.824 0.556
Br 3.779 4.663 1.952
C 2.156 4.034 1.240
C 1.273 4.920 0.602
Br 1.697 6.744 0.439
C 0.064 4.451 0.088
Br -1.203 5.547 -0.748
C -0.223 3.104 0.212
O -1.359 2.522 -0.227
C 0.646 2.216 0.836
O 0.182 0.971 0.933
C 1.840 2.681 1.365
Br 2.949 1.426 2.213
O -1.351 0.678 4.275
Se -2.591 0.464 3.303
O -2.029 -0.556 1.955
O -3.108 0.520 -0.537
O -2.512 1.795 2.083
N 1.772 -4.944 -2.149
C 0.440 -4.731 -2.034
O -0.391 -5.556 -2.349
C 0.011 -3.388 -1.493
C -1.311 -3.255 -1.090
C -1.749 -2.047 -0.598
N -0.929 -0.992 -0.455
C 0.338 -1.107 -0.856
C 0.838 -2.281 -1.388
H 2.067 -5.851 -2.469
H 2.459 -4.326 -1.761
H -1.983 -4.096 -1.179
H -2.771 -1.902 -0.282
H 0.966 -0.241 -0.721
H 1.868 -2.288 -1.717
*
```

Calculated values
HOMO-LUMO gap: 7.0 eV
relative energy (zero: lowest compared OMol25 entry of this formula, charge and spin): 0.0 kJ/mol
max |F|: 0.549 eV/Å
total energy: -13861.77779 a.u.
highest occupied orbital energy: -8.637 eV

---

# 4
Entry from the OMol25 dataset: a structure of composition C12H6Cl3NO3Pd (ωB97M-V with the def2-TZVPD basis set).

The geometry in ORCA input format:
```
! RIJCOSX wB97M-V def2-TZVPD def2/J DEFGRID3
* xyz 0 1
Pd -0.007 -0.912 0.443
Cl 1.881 1.051 -6.181
C 1.665 0.307 -4.627
C 0.460 0.442 -3.967
C 0.312 -0.154 -2.728
Cl -1.231 0.032 -1.919
C 1.321 -0.896 -2.101
O 1.189 -1.531 -0.956
C 2.528 -0.995 -2.821
Cl 3.822 -1.900 -2.121
C 2.703 -0.414 -4.059
H -0.352 1.005 -4.404
H 3.647 -0.520 -4.574
O 1.482 1.656 3.106
C 0.868 0.872 2.424
O 1.311 0.286 1.349
C -0.557 0.510 2.801
C -1.184 1.044 3.909
C -2.486 0.661 4.184
C -3.119 -0.244 3.343
C -2.430 -0.735 2.251
N -1.177 -0.358 1.994
H -0.629 1.742 4.520
H -3.005 1.060 5.045
H -4.134 -0.568 3.524
H -2.876 -1.441 1.563
*
```

Calculated values
HOMO-LUMO gap (alpha / beta): 6.7 / 6.7 eV
relative energy (zero: lowest compared OMol25 entry of this formula, charge and spin): 54.5 kJ/mol
max |F|: 0.275 eV/Å
total energy: -2249.82209 a.u.
highest occupied orbital energy (alpha / beta): -8.266 / -8.266 eV

---

# 5
Entry from the OMol25 dataset: a structure of composition C12H7BBrCdF2N2O4 (ωB97M-V with the def2-TZVPD basis set).

The geometry in ORCA input format:
```
! RIJCOSX wB97M-V def2-TZVPD def2/J DEFGRID3
* xyz -1 1
Cd -0.583 2.452 -0.515
O -2.569 0.552 2.715
C -1.962 0.851 1.695
O -1.159 1.831 1.518
C -2.154 -0.079 0.500
C -2.621 -1.370 0.701
C -2.736 -2.213 -0.387
C -2.413 -1.738 -1.652
C -1.973 -0.436 -1.769
N -1.837 0.374 -0.715
H -2.866 -1.672 1.709
H -3.070 -3.235 -0.256
H -2.490 -2.364 -2.531
H -1.713 -0.017 -2.732
F -2.634 3.935 -2.282
B -1.530 4.147 -1.533
F -1.209 5.448 -1.443
Br 5.356 -2.239 1.955
C 3.723 -1.469 1.370
C 2.531 -1.938 1.896
N 1.353 -1.440 1.526
C 1.358 -0.450 0.627
C 2.503 0.074 0.045
C 3.722 -0.463 0.428
C 2.489 1.174 -1.010
O 3.546 1.371 -1.601
O 1.390 1.797 -1.214
H 2.528 -2.735 2.632
H 0.391 -0.063 0.351
H 4.628 -0.083 -0.026
*
```

Calculated values
HOMO-LUMO gap: 8.7 eV
relative energy (zero: lowest compared OMol25 entry of this formula, charge and spin): 8.2 kJ/mol
max |F|: 0.478 eV/Å
total energy: -3838.56902 a.u.
highest occupied orbital energy: -6.203 eV

---

# 6
Entry from the OMol25 dataset: a structure of composition C12H7BrFeN2O5 at a distorted geometry (ωB97M-V with the def2-TZVPD basis set).

The geometry in ORCA input format:
```
! RIJCOSX wB97M-V def2-TZVPD def2/J DEFGRID3
* xyz 1 6
Fe 1.205 -0.506 -0.204
O -1.207 -3.537 -1.246
C -0.568 -2.527 -1.189
O 0.320 -2.208 -0.254
C -0.697 -1.410 -2.222
C -1.532 -1.338 -3.322
C -1.503 -0.168 -4.080
C -0.664 0.890 -3.734
C 0.139 0.734 -2.619
N 0.096 -0.392 -1.923
C 1.094 1.738 -1.978
O 1.276 2.833 -2.425
O 1.658 1.228 -0.890
H -2.180 -2.169 -3.562
H -2.149 -0.076 -4.942
H -0.629 1.811 -4.298
O 0.672 0.749 5.478
C 0.508 0.575 4.186
C -0.688 0.909 3.478
C -0.776 0.694 2.125
N 0.301 0.161 1.503
C 1.326 -0.111 2.188
Br 3.138 -1.034 1.013
C 1.614 0.017 3.492
H -0.106 1.131 5.909
H -1.534 1.334 4.000
H -1.649 0.925 1.534
H 2.536 -0.251 3.983
*
```

Calculated values
HOMO-LUMO gap (alpha / beta): 7.5 / 7.1 eV
relative energy (zero: lowest compared OMol25 entry of this formula, charge and spin): 98.9 kJ/mol
max |F|: 2.709 eV/Å
total energy: -4784.69803 a.u.
highest occupied orbital energy (alpha / beta): -13.088 / -13.248 eV